Entry 1:
The following is a quantum chemistry calculation of C39H32AsN5O5PbS2 as an isolated structure, from OMol25.

Element x y z (Å)
Pb  0.135  0.635  -0.009
O  -3.653  -2.049  -0.151
C  -2.986  -1.114  -0.869
O  -3.076  0.059  -0.636
C  -2.151  -1.725  -1.951
C  -2.471  -2.953  -2.509
C  -1.608  -3.469  -3.470
C  -0.477  -2.752  -3.807
C  -0.235  -1.525  -3.185
N  -1.078  -1.015  -2.290
C  1.036  -0.721  -3.542
O  1.416  -0.838  -4.721
O  1.523  -0.061  -2.598
H  -4.057  -1.567  0.585
H  -3.344  -3.494  -2.171
H  -1.810  -4.430  -3.929
H  0.234  -3.098  -4.544
S  -1.277  2.692  1.687
C  -1.409  4.179  0.830
N  -1.506  5.366  1.348
N  -1.420  5.396  2.702
C  -1.430  6.574  3.385
C  -1.252  6.565  4.780
C  -1.276  7.742  5.501
C  -1.479  8.965  4.869
C  -1.654  8.976  3.491
C  -1.633  7.809  2.747
N  -1.501  4.290  -0.597
N  -1.215  3.272  -1.224
C  -1.326  3.397  -2.639
C  -2.162  4.322  -3.261
C  -2.231  4.349  -4.644
C  -1.471  3.465  -5.404
C  -0.644  2.543  -4.780
C  -0.579  2.499  -3.394
H  -1.188  4.513  3.154
H  -1.092  5.618  5.283
H  -1.133  7.704  6.575
H  -1.493  9.886  5.438
H  -1.810  9.918  2.976
H  -1.767  7.820  1.675
H  -2.746  4.997  -2.651
H  -2.887  5.058  -5.135
H  -1.534  3.492  -6.486
H  -0.054  1.839  -5.354
H  0.057  1.770  -2.905
S  2.405  0.660  1.639
C  3.147  -0.881  1.984
C  4.201  -0.874  2.927
C  4.907  -2.011  3.253
C  4.598  -3.229  2.651
C  3.563  -3.260  1.734
C  2.832  -2.117  1.404
As  1.387  -2.298  0.115
C  2.350  -3.419  -1.172
C  3.213  -2.734  -2.026
C  3.874  -3.402  -3.045
C  3.678  -4.765  -3.230
C  2.814  -5.452  -2.390
C  2.149  -4.782  -1.370
C  0.304  -3.645  1.022
C  -0.710  -4.251  0.288
C  -1.586  -5.145  0.882
C  -1.469  -5.437  2.235
C  -0.472  -4.825  2.979
C  0.410  -3.935  2.377
H  4.449  0.073  3.390
H  5.712  -1.948  3.978
H  5.151  -4.130  2.889
H  3.310  -4.199  1.252
H  3.327  -1.660  -1.924
H  4.518  -2.848  -3.715
H  4.184  -5.282  -4.037
H  2.649  -6.516  -2.529
H  1.475  -5.334  -0.724
H  -0.825  -4.014  -0.761
H  -2.372  -5.602  0.290
H  -2.158  -6.127  2.708
H  -0.382  -5.029  4.041
H  1.175  -3.452  2.972
C  -1.635  -0.593  2.373
O  -0.899  -0.881  1.229
H  -1.073  0.014  3.100
H  -1.922  -1.530  2.882
H  -2.564  -0.036  2.156

Values from the calculation:
Charge: -2
Energy relative to the best compared isomer or geometry (same formula, charge and spin), kcal per mole: 1.5
Multiplicity: 1
Orbital gap, eV: 6.43



Entry 2:
The following is a quantum chemistry calculation of C22H18Cl2F6FeNO7P as an isolated structure in a non-equilibrium geometry, from OMol25.

Element x y z (Å)
Fe  -0.521  0.870  0.973
O  -0.924  2.122  4.833
C  -0.566  2.178  3.683
O  -0.334  1.156  2.890
C  -0.216  3.526  3.048
C  1.075  3.364  2.231
C  1.654  4.749  1.920
C  0.685  5.234  0.804
C  -0.285  4.052  0.719
O  0.575  2.926  0.960
C  -1.194  4.029  1.955
C  -2.372  3.077  1.718
O  -3.439  3.305  2.233
O  -2.070  2.096  0.906
H  -0.127  4.234  3.868
H  1.780  2.639  2.626
H  2.675  4.661  1.553
H  1.647  5.388  2.801
H  1.207  5.348  -0.144
H  0.171  6.163  1.046
H  -0.797  3.929  -0.229
H  -1.619  5.000  2.202
Cl  1.135  -1.444  1.199
C  1.913  -2.154  -0.194
C  3.290  -2.219  -0.223
C  3.923  -2.815  -1.297
C  3.175  -3.323  -2.347
C  1.795  -3.235  -2.316
Cl  0.896  -3.796  -3.685
C  1.120  -2.656  -1.233
N  -0.256  -2.502  -1.196
C  -1.211  -3.517  -1.240
C  -0.870  -4.868  -1.211
C  -1.852  -5.840  -1.124
C  -3.189  -5.478  -1.061
C  -3.532  -4.136  -1.127
C  -2.567  -3.144  -1.244
C  -2.976  -1.691  -1.308
C  -2.843  -1.075  0.109
O  -3.774  -1.105  0.871
O  -1.627  -0.630  0.349
H  3.860  -1.795  0.592
H  5.002  -2.870  -1.327
H  3.656  -3.768  -3.207
H  -0.577  -1.671  -0.712
H  0.174  -5.155  -1.218
H  -1.569  -6.884  -1.083
H  -3.958  -6.231  -0.950
H  -4.573  -3.836  -1.088
H  -4.020  -1.597  -1.597
H  -2.341  -1.122  -1.988
F  1.092  0.978  -0.459
P  2.150  1.525  -1.721
F  1.587  0.299  -2.589
F  2.644  2.700  -0.750
F  3.272  0.561  -1.095
F  3.110  2.002  -2.896
F  0.938  2.449  -2.228

Values from the calculation:
Charge: -1
Energy relative to the best compared isomer or geometry (same formula, charge and spin), kcal per mole: 22.7
Multiplicity: 6
Orbital gap (spin up / spin down), eV: 8.25 / 6.05
⟨S²⟩: 8.76



Entry 3:
The following is a quantum chemistry calculation of one molecule with the formula C4H3NO2S in a non-equilibrium geometry, from OMol25.

Element x y z (Å)
C  0.429  0.677  0.757
C  1.721  0.162  0.634
C  1.039  -1.265  -1.063
C  -0.509  0.277  -0.202
N  1.785  -0.676  -0.366
O  -2.835  -0.512  1.004
O  -2.956  0.312  -1.293
S  -2.231  0.285  0.013
H  0.221  1.276  1.661
H  2.659  0.551  0.957
H  0.677  -1.087  -2.101

Values from the calculation:
Charge: 0
Energy relative to the best compared isomer or geometry (same formula, charge and spin), kcal per mole: 166.6
Multiplicity: 1
Orbital gap, eV: 6.66



Entry 4:
The following is a quantum chemistry calculation of C29H46N6O7PSSeSiTi as an isolated structure in a non-equilibrium geometry, from OMol25.

Element x y z (Å)
Ti  0.192  -0.442  1.932
Se  1.303  5.754  6.213
N  1.579  4.071  6.651
C  1.466  3.352  5.532
C  1.479  1.899  5.544
C  1.609  1.045  6.725
C  1.136  -0.266  6.533
C  0.695  -0.695  5.287
N  0.770  0.015  4.143
C  1.128  1.315  4.276
C  1.020  2.129  3.069
N  1.004  1.407  1.886
C  1.163  2.091  0.703
C  1.524  3.431  0.701
C  1.502  4.175  1.848
C  1.160  3.511  3.026
C  1.287  4.084  4.289
N  1.271  5.401  4.424
H  2.077  1.398  7.624
H  1.147  -1.066  7.289
H  0.402  -1.711  5.185
H  1.006  1.533  -0.209
H  1.823  3.930  -0.205
H  1.914  5.205  1.902
N  -3.821  1.641  3.820
N  -3.303  0.368  3.607
C  -2.103  0.093  2.909
O  -1.522  -1.083  2.830
O  -1.594  1.091  2.294
H  -3.398  2.050  4.701
H  -3.601  2.274  3.045
H  -4.022  -0.271  3.711
C  -0.498  -4.583  2.782
P  -0.820  -3.652  1.262
C  -2.549  -3.731  0.829
C  -0.056  -4.680  -0.058
H  -0.728  -5.641  2.592
H  -0.893  -4.184  3.717
H  0.605  -4.437  2.870
H  -2.864  -4.723  0.521
H  -2.685  -3.039  -0.068
H  -3.256  -3.422  1.619
H  -0.432  -5.704  -0.183
H  0.969  -4.801  0.277
H  -0.042  -4.168  -1.028
O  1.324  -2.019  2.023
C  2.536  -2.536  2.059
O  2.891  -3.700  2.194
H  3.288  -1.717  2.014
C  -2.901  2.251  -1.657
C  -2.026  2.252  -2.942
C  -2.877  2.273  -4.218
C  -0.923  3.292  -2.794
O  -1.389  0.914  -2.965
Si  -0.301  -0.056  -2.396
S  -0.770  -0.925  -0.510
O  -0.158  -1.304  -3.391
C  -0.741  -1.948  -4.569
C  0.295  -3.030  -4.917
C  -0.932  -0.931  -5.702
C  -2.166  -2.468  -4.191
O  1.154  0.778  -2.174
C  2.521  0.381  -2.368
C  2.776  0.162  -3.862
C  2.923  -0.827  -1.513
C  3.342  1.559  -1.913
H  -3.729  2.941  -1.719
H  -2.337  2.436  -0.752
H  -3.252  1.154  -1.538
H  -2.947  3.348  -4.471
H  -3.803  1.786  -4.041
H  -2.318  1.741  -4.954
H  -1.344  4.274  -2.399
H  -0.331  3.507  -3.701
H  -0.189  2.810  -2.109
H  1.303  -2.738  -5.194
H  -0.190  -3.655  -5.679
H  0.365  -3.641  -4.024
H  0.045  -0.383  -5.700
H  -1.758  -0.235  -5.399
H  -1.103  -1.433  -6.668
H  -2.175  -3.026  -3.265
H  -2.585  -3.103  -5.015
H  -2.851  -1.639  -3.986
H  2.028  -0.484  -4.254
H  3.765  -0.249  -3.930
H  2.700  1.096  -4.423
H  2.302  -1.685  -1.853
H  2.686  -0.619  -0.459
H  3.969  -1.187  -1.712
H  3.108  2.511  -2.382
H  4.414  1.450  -2.177
H  3.315  1.657  -0.818

Values from the calculation:
Charge: 0
Energy relative to the best compared isomer or geometry (same formula, charge and spin), kcal per mole: 65.5
Multiplicity: 2
Orbital gap (spin up / spin down), eV: 4.48 / 4.49
⟨S²⟩: 0.75



Entry 5:
The following is a quantum chemistry calculation of C4H12N2O as an isolated structure in a non-equilibrium geometry, from OMol25.

Element x y z (Å)
N  1.796  -0.222  -1.159
C  1.902  -1.656  -0.789
O  1.572  -1.880  0.566
H  1.909  0.272  -0.271
H  2.602  0.026  -1.724
H  1.254  -2.236  -1.466
H  2.963  -1.997  -0.985
C  -0.790  -1.104  1.227
C  -1.077  0.026  0.373
C  -1.282  1.345  0.729
N  -1.621  2.406  -0.285
H  -0.791  -0.881  2.286
H  -1.408  -1.989  0.970
H  0.406  -1.526  0.969
H  -1.055  -0.175  -0.700
H  -1.384  1.709  1.762
H  -0.998  2.227  -1.084
H  -2.575  2.331  -0.538
H  -1.426  3.324  0.120

Values from the calculation:
Charge: 0
Energy relative to the best compared isomer or geometry (same formula, charge and spin), kcal per mole: 125.4
Multiplicity: 1
Orbital gap, eV: 5.83